[1]
75
Properties=species:S:1:pos:R:3 method="wB97M-V/def2-TZVPD" de_lowest_ev=0.0000 spin_multiplicity=5 total_charge=+1 orbital_gap_ev="6.09 / 6.64"
I -4.23155 0.26277 1.00964
Mn 1.38327 0.54128 2.03138
P -1.45148 -0.77298 -0.60605
O 1.77840 -0.57138 3.45624
O 1.17993 -0.91432 1.00563
N 2.19959 2.03992 3.05421
N 0.48498 2.06880 0.97412
C 2.87891 -2.73283 -0.43388
C -4.07850 -0.85151 -1.95710
C -2.78206 -1.77771 -4.32510
C -0.15159 -3.11312 -0.47186
C 2.98431 1.92629 4.08132
C -0.90253 1.91758 0.27493
C 2.64560 -0.48338 4.43478
C 4.20393 0.76935 5.84925
C 2.92865 -1.63138 5.19574
C 0.75986 -3.96377 0.00095
C 0.07218 -1.74271 -1.06298
C -4.89065 -0.38602 -0.87325
C 1.17509 -1.92663 -2.23255
C 2.20546 -3.76148 0.07660
C -2.05789 -1.43926 -3.16886
C 4.48257 -0.35930 6.56578
C 3.83032 -1.56042 6.22758
C -2.63802 -0.98373 -2.00444
C 1.15352 -0.87840 -0.38348
C 1.01502 1.13412 -2.27747
C -6.25622 -0.31608 -0.96740
C -0.63797 0.89079 -0.83120
C -0.98162 2.81277 -2.52856
C 1.50648 1.50653 0.20808
C -6.21525 -1.13519 -3.19794
C 3.28655 0.72910 4.77269
C -6.93643 -0.69737 -2.13470
C -1.36034 3.25601 -0.18001
C 1.37357 0.26813 -3.43749
C -4.80374 -1.21370 -3.13477
C -4.13251 -1.66750 -4.29674
C -0.53167 1.43347 -2.26958
C 0.90410 0.58391 -0.81574
C 1.99833 3.36859 2.47712
C 2.27422 -1.58025 -1.17058
C 0.72492 3.37068 1.64906
C 1.30023 -1.05852 -3.44295
C -1.37302 3.64620 -1.50403
H -6.70245 -1.43251 -4.11777
H 4.68316 1.70940 6.09617
H 1.19441 -2.97061 -2.53495
H -1.03752 3.15242 -3.55507
H 3.44051 2.84041 4.46564
H -1.73651 3.93712 0.57198
H -1.01112 0.76309 -2.98096
H 3.05276 -0.92477 -1.56150
H -1.73629 4.63867 -1.74179
H -6.83113 0.04304 -0.12549
H -8.01506 -0.63336 -2.17304
H 2.76723 -4.52919 0.59508
H 1.45393 -1.57572 -4.38385
H 3.95110 -2.69644 -0.28161
H 1.89772 4.11509 3.26649
H -1.18349 -3.45239 -0.48071
H -0.98604 -1.56411 -3.19560
H 0.39618 -4.91622 0.36846
H 2.86307 3.64419 1.86895
H -2.26370 -2.12441 -5.20879
H 5.18852 -0.33521 7.38316
H -0.14390 3.56497 2.27597
H 2.42636 -2.55324 4.93872
H 2.37243 2.12327 -0.02015
H -4.73147 -1.92475 -5.16161
H 1.58347 2.06631 -2.28951
H -1.59055 1.54214 1.02999
H 0.77468 4.14622 0.88488
H 1.56094 0.79428 -4.36768
H 4.04581 -2.45505 6.79823

=====

[2]
88
Properties=species:S:1:pos:R:3 method="wB97M-V/def2-TZVPD" de_lowest_ev=1.0852 spin_multiplicity=2 total_charge=0 orbital_gap_ev="7.03 / 4.97"
Ir -0.50885 1.68557 0.92434
Se 3.78241 -0.53176 1.98316
S -2.71989 2.03811 0.63447
S -0.21961 3.83804 0.25653
S -0.68332 2.56583 3.13009
S 1.48644 -4.24964 0.22649
O 2.89266 -4.28324 0.48904
O -1.24368 -0.19592 1.52547
O -0.02416 -0.51567 3.39318
O 0.99672 -3.77753 -1.04338
N 1.22622 0.45794 0.92520
N -0.50925 0.98952 -1.05674
N 2.37076 3.25180 1.84920
N 2.01230 2.34903 3.99928
N -5.82014 4.53721 -4.07747
N -2.54541 6.94184 -4.50671
N 0.49965 1.42438 5.23353
N -0.19633 2.96651 -9.67656
N -0.61918 0.92896 -3.23765
N 0.79596 -3.41734 1.46860
C -0.22120 -8.41302 0.87076
C -0.62064 -3.08954 1.26264
C -1.20002 -2.36459 2.46893
C 4.62620 4.58992 2.72313
C 2.74449 3.19632 3.10145
C -0.27253 2.62781 -8.58192
C -4.92836 4.45372 -3.35850
C -0.36393 2.19429 -7.21193
C 3.13626 3.93012 0.99960
C 1.71390 1.16157 5.82426
C -0.04922 0.48076 -5.55505
C 4.28603 4.59679 1.38012
C -0.78423 0.93414 5.70974
C -0.52642 1.35604 -4.59155
C 1.14091 -6.56305 1.62402
C -1.07845 -0.29029 -2.78090
C -0.92937 2.64135 -4.92436
C 3.84128 3.88140 3.61255
C -0.03199 -6.41586 -0.47875
C -0.29043 1.66835 -2.16175
C 0.80579 -5.86090 0.47401
C -2.68837 5.18896 -2.61162
C -3.80718 4.34148 -2.46624
C 2.65829 1.72132 5.05366
C -1.59032 4.04820 -0.78920
C 0.02620 0.90141 -6.87071
C 2.24227 0.06863 1.34522
C -1.01663 -0.23397 -1.42907
C 0.62430 -7.83168 1.81533
C -0.76786 -0.90548 2.50748
C -0.75561 -9.80440 1.07144
C 0.67509 2.10451 4.09057
C -0.84074 3.06732 -6.23720
C -1.60119 5.04402 -1.76955
C -3.81316 3.37411 -1.48036
C -2.63170 6.16156 -3.66779
C -0.54118 -7.68995 -0.27355
C -2.71281 3.21844 -0.62968
H 0.27857 -0.51094 -5.27330
H -0.85048 -2.83586 3.38651
H -0.15313 -10.52992 0.52091
H 2.80603 3.93083 -0.03339
H -1.18423 0.23835 4.97743
H 0.12641 2.65706 -2.22424
H 4.06990 3.86068 4.66812
H -1.78077 -9.88935 0.71129
H 1.79434 0.57161 6.71843
H -1.15815 4.06475 -6.50960
H -1.15584 -4.02631 1.09723
H -1.33484 3.29373 -4.16174
H 1.79985 -6.11243 2.35464
H -0.74316 5.69281 -1.89233
H -0.27478 -5.84962 -1.36747
H 0.39938 0.23476 -7.63547
H -2.28891 -2.42128 2.42925
H 4.88577 5.11723 0.64722
H -4.67059 2.72177 -1.37992
H 3.72923 1.69348 5.11953
H 0.87986 -8.38338 2.71199
H -1.42758 -1.05499 -3.45053
H 1.39507 -2.62426 1.70315
H -1.19911 -8.12785 -1.01487
H -0.74309 -2.48018 0.36805
H -1.47282 1.76249 5.85475
H -1.29801 -0.95731 -0.68914
H -0.73575 -10.08804 2.12292
H -0.61822 0.42930 6.65779
H 5.49427 5.12944 3.07748

=====

[3]
82
Properties=species:S:1:pos:R:3 method="wB97M-V/def2-TZVPD" spin_multiplicity=5 total_charge=-2 orbital_gap_ev="3.45 / 5.96"
As -1.03698 0.61221 1.55588
Cr 1.20371 -1.49656 -0.00200
S 3.05751 -3.16421 4.24999
S 2.13162 -4.94785 6.45801
S -0.25404 -2.88873 1.50016
S 0.45159 -4.26601 4.08566
S 2.85171 -1.56711 1.71102
Si 2.81741 -0.42070 -1.46982
O -1.63396 -0.34425 -2.11700
O 0.31376 0.21683 0.59305
O 1.54683 -3.31297 -1.03160
N -1.70822 -2.36902 -3.12183
N -0.04503 -1.89970 -1.53901
C 0.89418 -3.20694 2.76353
C 1.88979 -4.16513 5.00814
C -2.78107 0.15928 1.05589
C 2.52069 -1.31206 -4.22301
C -3.65235 1.12305 0.43980
C -1.18216 -3.60190 -3.30344
C 1.03508 0.45112 -3.59250
C 5.04168 3.13630 -1.16187
C -4.48031 -1.55358 0.66753
C -1.00136 4.59323 0.30519
C 0.88169 -0.51134 -5.79884
C -2.86627 -1.90950 -3.87418
C 2.78407 3.68788 -0.55801
C 4.10221 4.08078 -0.76698
C 2.40948 2.36154 -0.75337
C -0.69108 4.66501 2.68005
C -5.32356 -0.60616 0.03866
C -1.14677 -1.44835 -2.20812
C -1.05912 3.20684 0.35293
C 0.62471 0.17617 3.81911
C 3.33419 1.39486 -1.17353
C -4.87525 0.74507 -0.04959
C 0.94640 -0.24300 5.10601
C 0.51125 -3.11391 -1.72620
C -0.81064 5.32594 1.46817
C 4.65812 1.81285 -1.35753
C -0.95792 2.53858 1.57084
C 0.43537 0.40043 -4.84544
C -0.04564 -0.73894 5.94065
C -0.69402 0.10587 3.37711
C -1.68999 -0.37899 4.21489
C 1.92751 -1.37005 -5.48184
C 2.13463 -2.68631 2.84144
C -1.36324 -0.80070 5.49431
C -3.24691 -1.20403 1.16379
C 2.09703 -0.39917 -3.25010
C -0.08696 -4.03353 -2.65476
C -0.77092 3.27733 2.73198
H 2.28002 -2.08841 -6.21584
H -3.40039 -2.77114 -4.26960
H 1.39749 0.50611 3.13892
H -0.69199 2.76222 3.68039
H -1.09201 5.10514 -0.64670
H 1.97790 -0.21811 5.43941
H -3.51408 -1.33790 -3.21295
H -2.55992 -1.26016 -4.69757
H 4.39711 5.11284 -0.60824
H -4.80981 -2.58603 0.75863
H -6.28713 -0.89965 -0.36853
H -1.70657 -4.22826 -4.01444
H 2.04913 4.40933 -0.22156
H -2.70851 -0.44182 3.85151
H -2.61441 -1.95530 1.61541
H -0.39412 1.06256 -5.07193
H 0.21143 -1.11205 6.92646
H -5.51128 1.49453 -0.51257
H -0.75646 6.40899 1.42941
H 6.07525 3.42994 -1.31427
H 0.64677 1.14546 -2.85249
H -0.53247 5.23376 3.59034
H 5.40272 1.08021 -1.66197
H 0.31333 -5.02724 -2.79518
H 4.16749 -1.01635 -1.75402
H 1.39126 2.05631 -0.53495
H 3.32872 -1.99975 -3.98277
H -2.13311 -1.20459 6.14189
H -1.18901 2.62544 -0.55274
H 0.41609 -0.55291 -6.77854
H -3.35191 2.15637 0.36131

=====

What did the first record say?
75
Properties=species:S:1:pos:R:3 method="wB97M-V/def2-TZVPD" de_lowest_ev=0.0000 spin_multiplicity=5 total_charge=+1 orbital_gap_ev="6.09 / 6.64"
I -4.23155 0.26277 1.00964
Mn 1.38327 0.54128 2.03138
P -1.45148 -0.77298 -0.60605
O 1.77840 -0.57138 3.45624
O 1.17993 -0.91432 1.00563
N 2.19959 2.03992 3.05421
N 0.48498 2.06880 0.97412
C 2.87891 -2.73283 -0.43388
C -4.07850 -0.85151 -1.95710
C -2.78206 -1.77771 -4.32510
C -0.15159 -3.11312 -0.47186
C 2.98431 1.92629 4.08132
C -0.90253 1.91758 0.27493
C 2.64560 -0.48338 4.43478
C 4.20393 0.76935 5.84925
C 2.92865 -1.63138 5.19574
C 0.75986 -3.96377 0.00095
C 0.07218 -1.74271 -1.06298
C -4.89065 -0.38602 -0.87325
C 1.17509 -1.92663 -2.23255
C 2.20546 -3.76148 0.07660
C -2.05789 -1.43926 -3.16886
C 4.48257 -0.35930 6.56578
C 3.83032 -1.56042 6.22758
C -2.63802 -0.98373 -2.00444
C 1.15352 -0.87840 -0.38348
C 1.01502 1.13412 -2.27747
C -6.25622 -0.31608 -0.96740
C -0.63797 0.89079 -0.83120
C -0.98162 2.81277 -2.52856
C 1.50648 1.50653 0.20808
C -6.21525 -1.13519 -3.19794
C 3.28655 0.72910 4.77269
C -6.93643 -0.69737 -2.13470
C -1.36034 3.25601 -0.18001
C 1.37357 0.26813 -3.43749
C -4.80374 -1.21370 -3.13477
C -4.13251 -1.66750 -4.29674
C -0.53167 1.43347 -2.26958
C 0.90410 0.58391 -0.81574
C 1.99833 3.36859 2.47712
C 2.27422 -1.58025 -1.17058
C 0.72492 3.37068 1.64906
C 1.30023 -1.05852 -3.44295
C -1.37302 3.64620 -1.50403
H -6.70245 -1.43251 -4.11777
H 4.68316 1.70940 6.09617
H 1.19441 -2.97061 -2.53495
H -1.03752 3.15242 -3.55507
H 3.44051 2.84041 4.46564
H -1.73651 3.93712 0.57198
H -1.01112 0.76309 -2.98096
H 3.05276 -0.92477 -1.56150
H -1.73629 4.63867 -1.74179
H -6.83113 0.04304 -0.12549
H -8.01506 -0.63336 -2.17304
H 2.76723 -4.52919 0.59508
H 1.45393 -1.57572 -4.38385
H 3.95110 -2.69644 -0.28161
H 1.89772 4.11509 3.26649
H -1.18349 -3.45239 -0.48071
H -0.98604 -1.56411 -3.19560
H 0.39618 -4.91622 0.36846
H 2.86307 3.64419 1.86895
H -2.26370 -2.12441 -5.20879
H 5.18852 -0.33521 7.38316
H -0.14390 3.56497 2.27597
H 2.42636 -2.55324 4.93872
H 2.37243 2.12327 -0.02015
H -4.73147 -1.92475 -5.16161
H 1.58347 2.06631 -2.28951
H -1.59055 1.54214 1.02999
H 0.77468 4.14622 0.88488
H 1.56094 0.79428 -4.36768
H 4.04581 -2.45505 6.79823

=====

Copy entry 3 word for word.
82
Properties=species:S:1:pos:R:3 method="wB97M-V/def2-TZVPD" spin_multiplicity=5 total_charge=-2 orbital_gap_ev="3.45 / 5.96"
As -1.03698 0.61221 1.55588
Cr 1.20371 -1.49656 -0.00200
S 3.05751 -3.16421 4.24999
S 2.13162 -4.94785 6.45801
S -0.25404 -2.88873 1.50016
S 0.45159 -4.26601 4.08566
S 2.85171 -1.56711 1.71102
Si 2.81741 -0.42070 -1.46982
O -1.63396 -0.34425 -2.11700
O 0.31376 0.21683 0.59305
O 1.54683 -3.31297 -1.03160
N -1.70822 -2.36902 -3.12183
N -0.04503 -1.89970 -1.53901
C 0.89418 -3.20694 2.76353
C 1.88979 -4.16513 5.00814
C -2.78107 0.15928 1.05589
C 2.52069 -1.31206 -4.22301
C -3.65235 1.12305 0.43980
C -1.18216 -3.60190 -3.30344
C 1.03508 0.45112 -3.59250
C 5.04168 3.13630 -1.16187
C -4.48031 -1.55358 0.66753
C -1.00136 4.59323 0.30519
C 0.88169 -0.51134 -5.79884
C -2.86627 -1.90950 -3.87418
C 2.78407 3.68788 -0.55801
C 4.10221 4.08078 -0.76698
C 2.40948 2.36154 -0.75337
C -0.69108 4.66501 2.68005
C -5.32356 -0.60616 0.03866
C -1.14677 -1.44835 -2.20812
C -1.05912 3.20684 0.35293
C 0.62471 0.17617 3.81911
C 3.33419 1.39486 -1.17353
C -4.87525 0.74507 -0.04959
C 0.94640 -0.24300 5.10601
C 0.51125 -3.11391 -1.72620
C -0.81064 5.32594 1.46817
C 4.65812 1.81285 -1.35753
C -0.95792 2.53858 1.57084
C 0.43537 0.40043 -4.84544
C -0.04564 -0.73894 5.94065
C -0.69402 0.10587 3.37711
C -1.68999 -0.37899 4.21489
C 1.92751 -1.37005 -5.48184
C 2.13463 -2.68631 2.84144
C -1.36324 -0.80070 5.49431
C -3.24691 -1.20403 1.16379
C 2.09703 -0.39917 -3.25010
C -0.08696 -4.03353 -2.65476
C -0.77092 3.27733 2.73198
H 2.28002 -2.08841 -6.21584
H -3.40039 -2.77114 -4.26960
H 1.39749 0.50611 3.13892
H -0.69199 2.76222 3.68039
H -1.09201 5.10514 -0.64670
H 1.97790 -0.21811 5.43941
H -3.51408 -1.33790 -3.21295
H -2.55992 -1.26016 -4.69757
H 4.39711 5.11284 -0.60824
H -4.80981 -2.58603 0.75863
H -6.28713 -0.89965 -0.36853
H -1.70657 -4.22826 -4.01444
H 2.04913 4.40933 -0.22156
H -2.70851 -0.44182 3.85151
H -2.61441 -1.95530 1.61541
H -0.39412 1.06256 -5.07193
H 0.21143 -1.11205 6.92646
H -5.51128 1.49453 -0.51257
H -0.75646 6.40899 1.42941
H 6.07525 3.42994 -1.31427
H 0.64677 1.14546 -2.85249
H -0.53247 5.23376 3.59034
H 5.40272 1.08021 -1.66197
H 0.31333 -5.02724 -2.79518
H 4.16749 -1.01635 -1.75402
H 1.39126 2.05631 -0.53495
H 3.32872 -1.99975 -3.98277
H -2.13311 -1.20459 6.14189
H -1.18901 2.62544 -0.55274
H 0.41609 -0.55291 -6.77854
H -3.35191 2.15637 0.36131